{"formula": "C56H98N14", "method": "the ωB97M-V functional and the def2-TZVPD basis", "e_above_lowest_kj_mol": 94.13, "orbital_gap_ev": 10.76, "homo_energy_ev": -11.042, "spin_multiplicity": 1, "largest_force_ev_per_a": 1.8, "symbols": ["C", "C", "C", "C", "N", "H", "H", "H", "H", "H", "H", "H", "C", "C", "C", "C", "N", "H", "H", "H", "H", "H", "H", "H", "C", "C", "C", "C", "N", "H", "H", "H", "H", "H", "H", "H", "C", "C", "C", "C", "N", "H", "H", "H", "H", "H", "H", "H", "C", "C", "C", "C", "N", "H", "H", "H", "H", "H", "H", "H", "C", "C", "C", "C", "N", "H", "H", "H", "H", "H", "H", "H", "C", "C", "C", "C", "N", "H", "H", "H", "H", "H", "H", "H", "C", "C", "C", "C", "N", "H", "H", "H", "H", "H", "H", "H", "C", "C", "C", "C", "N", "H", "H", "H", "H", "H", "H", "H", "C", "C", "C", "C", "N", "H", "H", "H", "H", "H", "H", "H", "C", "C", "C", "C", "N", "H", "H", "H", "H", "H", "H", "H", "C", "C", "C", "C", "N", "H", "H", "H", "H", "H", "H", "H", "C", "C", "C", "C", "N", "H", "H", "H", "H", "H", "H", "H", "C", "C", "C", "C", "N", "H", "H", "H", "H", "H", "H", "H"], "positions_angstrom": [[4.005105, -0.331954, -2.777047], [5.225776, -0.161885, -1.877291], [6.245889, -1.316545, -2.038221], [7.251850, -1.058212, -3.094666], [8.024573, -0.840188, -3.916380], [3.418830, -1.212289, -2.504540], [4.225931, -0.307437, -3.844410], [3.317373, 0.499426, -2.590367], [4.908384, -0.208223, -0.836354], [5.760701, 0.762481, -2.083627], [5.770738, -2.260028, -2.309473], [6.826817, -1.419972, -1.121994], [-2.884105, -0.048616, -2.672846], [-3.943730, -0.093504, -3.791225], [-3.846347, -1.419150, -4.548754], [-4.851034, -1.558639, -5.611823], [-5.629726, -1.670917, -6.442746], [-2.827732, 0.995099, -2.355589], [-1.920518, -0.414316, -3.006615], [-3.269660, -0.580310, -1.799693], [-3.669295, 0.712997, -4.477437], [-4.944611, 0.135073, -3.431854], [-3.978826, -2.274203, -3.881903], [-2.867728, -1.477111, -5.028517], [1.706261, -2.122678, -5.886742], [0.522462, -1.674596, -5.026805], [-0.062139, -2.767149, -4.139503], [0.806589, -3.147161, -3.024778], [1.422949, -3.450021, -2.103922], [2.598857, -2.321944, -5.286340], [2.027949, -1.339093, -6.572971], [1.474003, -3.022560, -6.457905], [-0.215451, -1.247585, -5.712567], [0.824098, -0.799063, -4.448288], [-0.283740, -3.657386, -4.729593], [-0.997860, -2.427670, -3.688056], [-1.027725, 0.922565, 1.030958], [-0.078969, -0.250037, 1.169323], [0.034970, -1.189204, -0.035863], [0.260872, -0.421903, -1.266206], [0.431361, 0.189094, -2.223135], [-0.766888, 1.531844, 0.160025], [-0.919243, 1.614087, 1.869829], [-2.073514, 0.622640, 0.938342], [-0.284687, -0.848979, 2.059307], [0.904098, 0.173475, 1.396689], [-0.823710, -1.855385, -0.130624], [0.909846, -1.837927, 0.059314], [-2.638119, -0.348775, 3.629977], [-3.512173, -0.478896, 4.877668], [-2.912441, -1.421880, 5.902642], [-1.852377, -0.834483, 6.720284], [-1.041333, -0.380358, 7.395651], [-2.899278, 0.548030, 3.080304], [-2.804703, -1.237293, 3.015436], [-1.584937, -0.339251, 3.914530], [-4.514791, -0.802962, 4.596791], [-3.605459, 0.494600, 5.368737], [-2.471222, -2.303964, 5.424906], [-3.644547, -1.794554, 6.624939], [-1.702877, 5.335532, 6.942596], [-0.616199, 4.324730, 7.366634], [-0.723461, 2.994033, 6.611925], [-0.321303, 3.075597, 5.215254], [-0.016560, 3.130800, 4.111566], [-2.619140, 5.169283, 7.500918], [-1.844058, 5.352112, 5.863851], [-1.324819, 6.330357, 7.191065], [-0.599049, 4.129838, 8.437529], [0.340432, 4.814804, 7.168398], [-1.775375, 2.697129, 6.603875], [-0.149645, 2.193864, 7.081564], [-2.550621, -5.969251, -4.088702], [-3.202942, -6.588653, -2.857201], [-4.085733, -5.626822, -2.049066], [-3.352354, -4.468157, -1.544495], [-2.761149, -3.569264, -1.138579], [-1.760152, -5.289516, -3.772315], [-3.273828, -5.432749, -4.706684], [-2.130562, -6.732811, -4.741767], [-2.452545, -6.999423, -2.180934], [-3.864499, -7.405259, -3.150331], [-4.597279, -6.150992, -1.244144], [-4.861876, -5.176362, -2.679452], [2.841574, 4.391193, -1.205043], [2.219101, 3.199843, -0.479972], [2.100749, 3.439832, 1.022368], [3.389157, 3.712732, 1.658922], [4.404366, 3.933188, 2.151122], [2.923054, 4.289339, -2.290094], [3.849285, 4.584727, -0.833392], [2.209049, 5.275797, -1.082636], [2.754072, 2.275561, -0.699604], [1.218733, 3.110126, -0.913407], [1.702417, 2.598110, 1.591503], [1.510875, 4.345219, 1.185589], [-2.840635, 4.594720, 2.562250], [-4.338161, 4.259714, 2.494725], [-4.725389, 3.027078, 3.334446], [-4.340428, 3.196347, 4.739708], [-4.094168, 3.328361, 5.853536], [-2.313769, 3.813877, 2.007497], [-2.428456, 4.845541, 3.531989], [-2.694454, 5.460231, 1.906775], [-4.613333, 4.037428, 1.464047], [-4.920494, 5.112520, 2.844787], [-4.222949, 2.144003, 2.941812], [-5.803172, 2.869439, 3.297180], [-1.150688, 5.088594, -0.667995], [-1.721128, 3.850519, -1.338888], [-2.499515, 4.164575, -2.615138], [-3.743640, 4.889583, -2.310184], [-4.710702, 5.467303, -2.088197], [-0.708506, 4.931898, 0.314826], [-1.877466, 5.895608, -0.548439], [-0.364627, 5.479923, -1.323739], [-2.418435, 3.361253, -0.648562], [-0.924850, 3.119532, -1.484996], [-2.779378, 3.234483, -3.110721], [-1.929168, 4.781291, -3.311483], [2.647851, 0.799544, 4.806219], [2.261532, -0.646304, 4.536372], [3.177031, -1.329493, 3.508356], [3.361627, -0.558267, 2.280939], [3.576739, 0.061692, 1.336348], [2.775384, 1.338580, 3.868182], [3.547184, 0.877762, 5.418023], [1.845921, 1.288855, 5.359208], [1.247060, -0.695491, 4.132645], [2.259743, -1.279634, 5.423228], [2.725476, -2.288369, 3.239932], [4.161542, -1.523611, 3.937021], [0.842619, -5.559852, 1.240003], [-0.423283, -4.847309, 0.776000], [-1.337268, -4.412576, 1.931351], [-0.723178, -3.585601, 2.962227], [-0.235739, -2.929380, 3.770108], [0.711878, -6.185296, 2.125334], [1.599747, -4.822348, 1.516891], [1.259641, -6.179443, 0.446692], [-0.965580, -5.552089, 0.144890], [-0.163779, -3.998467, 0.148950], [-1.780480, -5.269742, 2.445757], [-2.189297, -3.875362, 1.504930], [4.510874, -6.012176, 0.540095], [4.100848, -5.013242, -0.516906], [3.899462, -3.556848, -0.070804], [5.075095, -3.084346, 0.673829], [5.968664, -2.703098, 1.284803], [3.789024, -6.050995, 1.357275], [5.507121, -5.767312, 0.908223], [4.535427, -6.988020, 0.053370], [3.151678, -5.294491, -0.985080], [4.800815, -5.035124, -1.359079], [2.989909, -3.538348, 0.526223], [3.820251, -2.912568, -0.944299], [1.878943, 2.472179, -4.924119], [0.821805, 3.566461, -4.820939], [1.127370, 4.885119, -5.519988], [1.329179, 4.721871, -6.965651], [1.492058, 4.598553, -8.092270], [1.943479, 2.126021, -5.955981], [1.560004, 1.621741, -4.317841], [2.828460, 2.810720, -4.507058], [0.597089, 3.715978, -3.761287], [-0.089921, 3.161200, -5.272098], [1.959070, 5.438243, -5.083715], [0.249942, 5.537224, -5.457388]], "atomic_forces_ev_per_a": [[-0.35, 0.78, 0.37], [0.19, -1.05, -0.28], [0.70, 0.50, -0.52], [-0.41, 0.03, 0.06], [-0.03, -0.02, 0.04], [0.20, -0.23, -0.20], [0.15, -0.25, -0.01], [0.03, 0.03, -0.08], [-0.04, 0.39, 0.01], [-0.20, 0.20, 0.19], [-0.10, -0.08, 0.30], [-0.17, -0.28, 0.10], [-1.56, 0.44, 0.17], [1.08, 0.25, -0.18], [-0.56, 0.07, -0.25], [0.38, 0.10, 0.36], [-0.32, -0.05, -0.30], [0.48, -0.05, 0.05], [0.10, 0.04, 0.11], [0.43, -0.34, -0.03], [-0.28, -0.10, -0.22], [-0.05, -0.24, 0.09], [0.20, 0.03, 0.10], [0.06, -0.15, 0.12], [0.35, -0.07, 0.33], [0.66, 0.81, -0.70], [-0.15, 0.30, -0.08], [-0.08, -0.06, 0.05], [0.04, -0.01, -0.06], [-0.15, -0.19, 0.14], [-0.27, 0.02, -0.09], [0.00, 0.02, -0.07], [-0.41, -0.46, 0.15], [0.01, -0.25, 0.33], [0.01, -0.06, 0.01], [-0.03, -0.07, 0.03], [-0.11, 0.36, -0.24], [0.61, 0.18, 0.64], [0.40, 0.27, 0.06], [-0.25, -0.32, 0.08], [0.05, 0.16, -0.02], [-0.04, -0.21, -0.14], [-0.10, -0.23, 0.20], [0.00, 0.00, -0.03], [-0.31, -0.06, -0.12], [0.09, -0.10, -0.32], [-0.20, 0.22, -0.28], [0.01, 0.00, 0.13], [-0.28, -0.49, 0.56], [0.14, 0.73, 0.07], [0.14, -0.89, 0.39], [0.19, 0.24, -0.02], [-0.03, 0.02, -0.14], [0.16, -0.02, -0.16], [0.15, 0.14, -0.23], [0.03, 0.23, -0.14], [0.00, -0.07, 0.12], [-0.19, 0.00, -0.14], [-0.10, 0.03, -0.04], [-0.14, 0.07, -0.17], [0.85, 0.16, 0.77], [0.28, 0.56, -0.62], [-0.26, -0.02, 0.29], [-0.05, 0.09, 0.17], [0.08, -0.01, -0.46], [-0.25, -0.04, -0.38], [-0.26, -0.28, -0.01], [-0.21, 0.04, 0.11], [-0.37, -0.02, 0.03], [0.17, -0.34, -0.12], [0.05, -0.18, 0.11], [-0.02, 0.01, 0.02], [-0.13, -0.04, 0.14], [-0.36, -0.09, -0.02], [-0.13, 0.47, -0.59], [0.27, -0.03, 0.48], [-0.06, -0.02, -0.14], [0.04, 0.10, -0.18], [-0.04, 0.14, 0.14], [0.18, -0.05, 0.16], [0.07, -0.09, -0.09], [0.11, -0.09, -0.02], [0.11, 0.11, 0.18], [-0.06, -0.34, -0.09], [0.20, 0.23, -0.02], [-0.21, 0.15, -0.77], [0.36, 0.22, 0.16], [0.52, 0.06, -0.03], [-0.18, -0.03, -0.06], [-0.03, -0.50, 0.05], [-0.07, 0.22, 0.04], [0.19, 0.08, 0.32], [0.05, -0.01, 0.12], [-0.11, -0.38, 0.31], [-0.45, 0.05, -0.25], [-0.30, -0.23, 0.18], [-0.64, 0.25, -1.67], [0.30, -0.04, 0.68], [0.22, 0.44, -0.01], [-0.26, -0.16, -0.05], [0.08, -0.04, -0.04], [0.42, -0.21, 0.69], [-0.01, -0.40, 0.17], [0.02, 0.17, 0.26], [-0.06, 0.18, -0.05], [-0.11, -0.01, -0.12], [-0.05, -0.08, 0.04], [0.00, -0.12, 0.01], [0.39, 0.57, -0.48], [-0.36, -0.09, 1.05], [-0.14, -0.05, 0.12], [0.15, 0.01, -0.15], [0.03, -0.07, 0.09], [-0.02, -0.35, -0.04], [-0.17, -0.16, -0.07], [0.05, 0.13, 0.16], [-0.01, -0.04, -0.04], [-0.04, 0.03, -0.46], [0.05, 0.05, -0.17], [0.10, -0.10, -0.04], [-0.31, -0.18, 0.44], [-0.10, 0.02, -0.57], [-0.20, -0.24, 0.20], [0.35, 0.11, -0.04], [-0.33, -0.09, 0.00], [0.12, 0.12, 0.06], [0.14, 0.02, -0.20], [0.04, 0.05, -0.02], [-0.02, 0.08, 0.11], [0.01, 0.17, 0.12], [0.16, -0.06, -0.03], [0.07, 0.00, -0.13], [0.43, 0.36, 0.17], [0.27, -0.60, 0.39], [-0.61, -0.18, -0.40], [0.28, 0.16, -0.12], [-0.03, -0.06, -0.03], [-0.27, -0.07, -0.08], [0.05, -0.08, 0.03], [0.02, 0.05, -0.01], [-0.34, 0.21, 0.04], [-0.04, 0.03, -0.04], [0.19, -0.14, -0.07], [0.05, 0.18, 0.11], [-0.03, 0.09, -0.31], [-0.47, 0.23, -1.09], [0.89, -0.58, -0.05], [-0.58, 0.12, 0.35], [0.18, -0.04, -0.03], [0.14, 0.02, 0.11], [-0.06, -0.14, 0.23], [0.12, -0.11, 0.25], [0.00, -0.09, 0.17], [0.20, 0.03, 0.22], [0.09, 0.54, 0.15], [-0.43, 0.02, 0.04], [-0.31, 0.08, 0.21], [-0.31, -0.71, 0.08], [-0.49, 0.28, -0.25], [0.35, -0.03, 0.50], [-0.03, -0.08, -0.34], [0.47, 0.11, 0.01], [-0.01, 0.01, 0.01], [0.18, -0.07, -0.35], [0.01, 0.36, -0.05], [-0.09, 0.12, 0.09], [0.14, -0.15, -0.05], [0.08, 0.05, 0.25]], "lowdin_charge": [-0.11, -0.24, -0.19, -0.23, 0.13, 0.05, 0.08, 0.04, 0.06, 0.11, 0.10, 0.10, -0.10, -0.24, -0.20, -0.23, 0.14, 0.05, 0.04, 0.07, 0.11, 0.12, 0.11, 0.11, -0.09, -0.26, -0.18, -0.18, 0.21, 0.07, 0.08, 0.07, 0.11, 0.07, 0.11, 0.09, -0.11, -0.24, -0.16, -0.21, 0.20, 0.05, 0.05, 0.07, 0.07, 0.08, 0.09, 0.09, -0.10, -0.24, -0.19, -0.22, 0.16, 0.03, 0.08, 0.07, 0.11, 0.09, 0.10, 0.12, -0.11, -0.24, -0.20, -0.23, 0.17, 0.06, 0.05, 0.07, 0.11, 0.11, 0.08, 0.10, -0.09, -0.25, -0.18, -0.21, 0.19, 0.05, 0.08, 0.08, 0.11, 0.11, 0.12, 0.12, -0.10, -0.25, -0.19, -0.25, 0.15, 0.06, 0.08, 0.07, 0.09, 0.07, 0.09, 0.11, -0.10, -0.23, -0.17, -0.21, 0.18, 0.05, 0.05, 0.07, 0.10, 0.11, 0.09, 0.12, -0.10, -0.27, -0.18, -0.23, 0.15, 0.06, 0.08, 0.07, 0.10, 0.08, 0.10, 0.11, -0.09, -0.25, -0.18, -0.23, 0.20, 0.06, 0.08, 0.05, 0.07, 0.11, 0.10, 0.13, -0.10, -0.26, -0.18, -0.21, 0.19, 0.08, 0.05, 0.07, 0.10, 0.06, 0.13, 0.09, -0.10, -0.28, -0.19, -0.25, 0.17, 0.07, 0.08, 0.08, 0.08, 0.11, 0.08, 0.08, -0.10, -0.27, -0.19, -0.24, 0.15, 0.08, 0.04, 0.07, 0.09, 0.11, 0.12, 0.11]}